Record 1
ORCA calculation (the ωB97M-V functional and the def2-TZVPD basis) on a structure of composition C47H61Cl2O11Tm.

Computed properties:
Expectation value of S²: 2.0018
HOMO level (spin up / spin down), eV: -2.47 / -2.47
Net charge: -2
2S+1: 3

CARTESIAN COORDINATES (ANGSTROEM)
Tm 0.1496 -0.2631 -0.1528
Cl 3.1048 -0.2398 -0.7392
Cl 1.0464 -2.5767 0.2631
O 0.8890 2.1551 0.5607
O 3.9148 -1.3927 -0.7758
O -2.0260 -2.1772 -3.5447
O 2.0133 -0.3377 -1.6527
O 0.1394 1.7144 -2.1330
O -1.8444 -1.6971 0.2546
O -0.7187 -0.8875 -2.2546
O 3.9047 0.8886 -1.1117
O 2.5863 -0.0058 0.5698
O -0.2526 -0.0765 1.9455
O -1.6873 1.1525 -0.3552
C 0.7409 2.5275 2.9521
C -4.0402 1.3255 -0.0943
C 0.3344 -2.2415 4.7984
C -2.6140 5.1750 5.0748
C -2.7313 1.8772 -0.1072
C 0.2504 3.3017 3.9990
C -4.8087 -1.3553 3.1901
C 1.1877 0.1868 3.8117
C -0.6453 4.3397 3.7871
C -5.9403 -1.4321 4.2114
C 1.3630 -1.5857 5.4655
C -0.2466 -1.7424 3.6480
C -7.3508 4.1931 -0.1576
C 3.6262 -2.3654 6.0864
C -3.7766 4.0235 0.4108
C -5.9703 5.7102 1.2477
C -1.3036 3.9531 0.0744
C -5.0414 3.4602 0.4992
C -4.9810 -0.8056 1.9294
C -2.0844 -2.9159 -0.4419
C -3.9842 -0.8570 0.9623
C -6.2742 4.2396 0.9367
C -4.1793 -0.1538 -0.3553
C -5.1370 2.1003 0.2116
C 1.7411 -0.3464 4.9561
C 0.3021 2.7923 1.6548
C -2.5404 -1.9731 2.5510
C 1.6760 -3.6154 6.9660
C -6.1809 -2.9120 4.5535
C -1.2220 -2.6169 2.8891
C -0.4084 5.0493 6.2182
C -3.5572 -1.8869 3.4943
C -1.0984 5.3045 4.8753
C -2.7842 -1.5000 1.2569
C -0.6774 3.7603 1.4292
C -6.8189 3.5925 2.2197
C 2.1594 -1.3466 7.8484
C -5.5559 -0.6561 5.4770
C -1.1244 4.5200 2.4972
C 2.1787 -2.2193 6.5852
C 1.9282 2.9695 0.0368
C -2.6549 3.2783 0.1022
C 1.7626 1.4601 3.2298
C 0.2080 -0.5270 3.0670
C -1.4947 -1.1289 -3.2109
C -7.2602 -0.8535 3.6871
C -0.7571 6.7389 4.4374
H -5.3016 -3.3551 5.0123
H -1.8658 5.2783 2.2958
H 2.2993 2.4914 -0.8682
H -6.1074 1.6181 0.2144
H -5.5935 6.2299 0.3690
H 1.5562 3.9739 -0.1999
H 0.6716 5.1353 6.1196
H -1.0195 7.4475 5.2232
H 2.2999 -4.0340 7.7576
H -1.4059 -3.5206 3.4803
H 3.6351 -2.9274 5.1559
H -6.0515 3.6066 2.9910
H -3.4009 -0.4491 -1.0609
H 1.7214 -4.2838 6.1101
H 0.6513 -3.5733 7.3285
H 0.0669 0.9164 -2.6764
H -8.0397 -0.9680 4.4419
H -0.7442 5.7841 6.9510
H -6.4038 -3.4717 3.6466
H -0.0179 -3.1989 5.1575
H -7.6991 4.1224 2.5880
H 2.8035 -1.7779 8.6164
H -8.2395 4.7455 0.1534
H -0.6483 4.0589 6.5953
H 1.1478 -1.2783 8.2440
H -6.3454 -0.7237 6.2265
H -1.2962 7.0149 3.5357
H -0.6759 1.6776 -1.5690
H -7.0212 -3.0195 5.2411
H -6.8785 6.2178 1.5779
H -0.7037 -2.9002 1.9668
H -7.5847 -1.3726 2.7881
H -3.1458 5.3657 4.1471
H 2.5081 -0.3399 7.6347
H -2.0910 -3.7668 0.2491
H 4.2458 -2.8852 6.8198
H -5.1619 -0.3789 -0.7805
H 2.2556 1.1799 2.2979
H -7.0918 2.5568 2.0389
H -5.2329 5.7883 2.0434
H -0.6886 3.5035 -0.7009
H -2.8605 4.1668 5.3984
H -1.7258 -0.2114 -3.8709
H 2.7478 3.0599 0.7596
H -5.9079 -0.3263 1.6590
H 4.0673 -1.3924 5.8897
H -3.6449 5.0852 0.5701
H -2.9654 5.8820 5.8269
H 2.5289 0.2155 5.4475
H 0.6129 3.0734 4.9891
H -1.4239 5.0199 -0.1390
H -4.6365 -1.0399 5.9078
H 2.5142 1.8538 3.9219
H -6.9714 4.6309 -1.0793
H -3.3562 -2.2688 4.4875
H -7.6418 3.1674 -0.3676
H -7.1602 0.2061 3.4653
H -5.3979 0.3913 5.2324
H 0.3078 6.8265 4.2303
H -1.2713 -3.0331 -1.1593
H -3.0387 -2.8768 -0.9794

Record 2
ORCA calculation (the ωB97M-V functional and the def2-TZVPD basis) on a structure of composition C35H66F6N3O9PPb.

Computed properties:
HOMO level, eV: -1.02
Net charge: -2

CARTESIAN COORDINATES (ANGSTROEM)
Pb -3.3296 23.2614 0.9993
P 3.0517 26.7301 -1.1008
F 2.6046 25.9472 -2.4597
F 2.0910 28.0258 -1.4096
F 1.8426 25.9384 -0.3561
F 4.0498 25.4692 -0.7310
F 3.6070 27.3700 0.2750
F 4.2533 27.3389 -2.0021
O -2.9929 21.0236 -4.0408
O -10.7768 22.7446 5.8432
O -11.7241 22.8023 3.9243
O -9.4355 22.9577 4.0706
O -8.7558 16.8219 1.5916
O -4.7116 28.1893 0.1984
O -6.6966 17.7852 1.9034
O -0.3927 20.9303 5.7157
O -7.0031 15.6463 1.5682
N -5.6818 28.4122 1.2656
N -0.1181 20.2357 6.8718
N -3.1706 19.5902 -4.1658
C -3.9306 28.3608 3.1748
C -6.2734 29.2637 3.5828
C -1.0183 20.4526 8.0864
C -7.6112 27.8191 -0.1563
C -2.5288 17.2745 -3.3152
C -8.0283 29.0664 1.9198
C -1.1274 19.3241 -2.8701
C -1.2575 18.6516 -5.3029
C -7.5404 29.8980 3.0876
C -7.0554 30.2543 -0.0735
C -2.4136 19.9133 7.8998
C -3.7478 16.6991 -4.0785
C -12.8198 22.6335 4.7691
C -2.0225 18.6937 -3.9210
C -1.1523 21.9670 8.5182
C -4.8969 17.7458 -4.1254
C 0.9139 18.1674 7.9334
C 1.9153 19.0042 5.9491
C -7.0280 28.9496 0.7699
C -9.2361 15.4680 1.4444
C -5.1866 29.0723 2.5323
C -10.3789 15.5287 0.4713
C -5.7246 19.9443 -4.7562
C -7.4461 16.8109 1.7230
C 0.4961 18.8191 6.6036
C -0.2703 19.7836 9.2769
C -12.1708 22.4460 6.1063
C -4.6242 30.5070 2.3002
C -10.5420 22.7839 4.5744
C -4.4513 19.0722 -4.7868
C -13.6381 21.4154 4.2409
C -4.3396 18.7213 -6.3609
C -0.4479 17.9009 5.8163
C -0.0174 18.3164 9.0453
C -7.9638 14.7444 1.1419
H 1.8852 19.2236 4.8819
H -11.2544 15.9842 0.9340
H -5.9343 20.5511 -3.8752
H -3.8064 30.4653 1.5808
H -7.9952 30.2888 -0.6245
H -5.1864 17.9678 -3.0983
H -5.7198 17.2249 -4.6149
H -7.0711 27.8134 -1.1031
H -10.7930 14.6287 0.0167
H -5.6880 20.6084 -5.6197
H -0.4671 20.0842 -3.2876
H -3.8084 17.8050 -6.6185
H -0.4895 18.5441 -2.4543
H -5.3113 31.3239 2.0796
H 1.8836 18.5504 8.2512
H -14.2617 21.0575 5.0601
H -1.0547 19.6487 10.0217
H -12.5552 23.0346 6.9392
H -7.1453 31.1365 0.5603
H -4.1090 30.8784 3.1860
H 2.4846 18.0774 6.0206
H 0.1716 17.1870 5.2734
H 0.6445 20.2732 9.6108
H -1.1425 17.3448 6.4458
H -1.6864 18.1066 -6.1439
H -7.9536 14.7090 0.0525
H 0.3956 17.8270 9.9274
H -5.2845 18.3676 -6.7734
H -8.3439 28.0668 2.2185
H -6.1691 30.5528 -0.6334
H -7.4478 26.8217 0.2518
H -5.9399 29.7271 4.5113
H -0.8292 22.2144 9.5294
H -1.0729 19.6167 -5.7746
H -3.0624 28.1112 2.5649
H -8.9734 29.4573 1.5429
H -3.9237 19.4758 -7.0287
H -0.3701 22.5206 7.9988
H -10.1930 16.1489 -0.4056
H -14.3265 21.6610 3.4323
H -12.3538 21.3857 6.2808
H -1.0495 18.3273 5.0135
H -7.7299 13.7290 1.4617
H -1.6091 19.8570 -2.0503
H 1.0934 17.0986 7.8169
H -2.8410 19.9030 8.9025
H -6.6544 19.3814 -4.8381
H -8.6367 27.9844 -0.4866
H -3.4840 28.9784 3.9541
H -1.7145 16.5501 -3.2987
H -12.9870 20.6155 3.8882
H -2.7435 17.3698 -2.2508
H -2.1388 22.3035 8.1993
H -0.2739 18.2184 -5.1213
H -4.0044 15.7844 -3.5442
H -8.2965 29.9309 3.8721
H 2.5454 19.8184 6.3071
H -4.2973 27.3918 3.5132
H -3.4956 16.3883 -5.0923
H -2.9779 20.6005 7.2695
H -13.5233 23.4575 4.6502
H -1.0015 17.8614 8.9320
H -9.6982 15.2400 2.4048
H -7.5490 30.9478 2.7942
H -6.6908 28.2914 3.8448
H -2.5309 19.0083 7.3038

Record 3
ORCA calculation (the ωB97M-V functional and the def2-TZVPD basis) on a structure of composition C3H5NO.

Computed properties:
HOMO level, eV: -9.37
Relative energy (zero: lowest compared OMol25 entry of this formula, charge and spin), kcal/mol: 123.8
Net charge: 0

CARTESIAN COORDINATES (ANGSTROEM)
O 0.7400 -1.3635 0.3305
N 1.1614 1.1777 0.6472
C -0.4904 -1.0657 0.0432
C -0.2399 0.9658 0.1610
C 1.0768 0.2151 -0.1811
H -0.8511 -1.1414 -0.9926
H -0.6388 1.5880 -0.6392
H -0.8871 0.8560 1.0261
H -1.2554 -1.2404 0.8062
H 1.3846 0.0084 -1.2014

Respective molecular weight values: 1041.83; 1025.09; 71.08 Da.